# C3H7N

A 2-piece molecular cluster, C3H7N overall (ωB97M-V/def2-TZVPD, the OMol25 dataset).

## Properties
HOMO level   -7.451 eV
Orbital gap   8.7 eV

CARTESIAN COORDINATES (ANGSTROEM)
N 0.034 0.460 0.169
C 0.969 -0.294 0.719
C -1.213 0.804 0.040
C 1.186 0.152 -0.669
H -1.563 1.160 -0.919
H -1.850 0.801 0.916
H -0.565 -1.713 0.389
H -1.252 -1.533 0.100
H 1.455 -0.294 1.679
H 1.815 1.005 -0.936
H 0.984 -0.546 -1.489